1.
Below is a 12-piece molecular cluster, C64H152Br3N9O3 overall in a non-equilibrium geometry, with properties calculated with ωB97M-V with the def2-TZVPD basis set.

```
231
Properties=species:S:1:pos:R:3:mulliken_charge:R:1
C 2.58 7.05 -2.02 -1.47
C 1.62 7.34 -3.19 -0.17
C 2.32 8.06 -4.29 -0.59
N 1.54 7.80 -5.58 -0.17
C 0.06 8.15 -5.54 -1.02
C 1.54 6.36 -6.21 -0.41
C 1.25 6.52 -7.70 -0.76
C 1.70 7.92 -8.07 -0.48
C 2.20 8.53 -6.78 -0.69
H 1.99 7.01 -1.11 0.39
H 3.35 7.77 -1.80 0.39
H 3.02 6.07 -2.04 0.38
H 0.75 7.97 -2.94 0.36
H 1.20 6.47 -3.61 0.30
H 3.34 7.71 -4.58 0.33
H 2.31 9.14 -4.22 0.38
H -0.43 7.59 -4.79 0.46
H -0.31 7.93 -6.56 0.43
H -0.13 9.20 -5.32 0.34
H 0.90 5.78 -5.57 0.48
H 2.61 6.07 -6.13 0.34
H 0.19 6.43 -7.91 0.32
H 1.78 5.69 -8.25 0.37
H 0.86 8.46 -8.49 0.32
H 2.56 7.90 -8.73 0.33
H 2.14 9.62 -6.73 0.43
H 3.25 8.30 -6.61 0.43
C -4.18 7.88 3.31 -1.41
C -5.29 7.25 2.46 -0.34
C -5.57 5.86 2.93 -0.78
N -6.31 5.01 1.91 0.37
C -7.55 5.75 1.49 -0.98
C -6.76 3.62 2.35 -0.63
C -6.90 2.82 1.00 -0.56
C -5.75 3.38 0.20 -0.44
C -5.38 4.78 0.75 -0.84
H -3.25 7.36 3.09 0.37
H -4.32 7.91 4.44 0.32
H -4.11 8.91 3.02 0.40
H -4.95 7.22 1.40 0.27
H -6.21 7.80 2.48 0.47
H -6.21 5.79 3.81 0.47
H -4.65 5.28 3.10 0.42
H -8.17 5.93 2.40 0.39
H -8.19 5.19 0.80 0.37
H -7.27 6.73 1.13 0.36
H -7.72 3.77 2.82 0.35
H -6.02 3.16 3.09 0.39
H -7.85 2.92 0.41 0.31
H -6.74 1.77 1.19 0.30
H -5.93 3.45 -0.87 0.33
H -4.92 2.73 0.47 0.25
H -5.46 5.58 0.02 0.35
H -4.39 4.81 1.16 0.46
C 0.73 3.24 9.17 -1.47
C 1.17 2.56 7.80 -0.05
C 0.77 3.32 6.49 -0.82
N 1.37 2.80 5.20 0.34
C 0.85 3.61 4.04 -1.02
C 0.94 1.38 4.97 -0.85
C 2.05 0.48 5.39 -0.67
C 3.27 1.35 5.58 -0.75
C 2.89 2.80 5.22 -0.62
H -0.32 3.56 9.15 0.35
H 1.27 4.13 9.23 0.42
H 0.76 2.56 10.02 0.37
H 0.70 1.57 7.85 0.20
H 2.22 2.51 7.87 0.23
H 1.12 4.37 6.55 0.40
H -0.29 3.40 6.34 0.48
H -0.19 3.44 3.89 0.46
H 1.43 3.25 3.19 0.31
H 0.97 4.66 4.32 0.35
H 0.87 1.29 3.87 0.13
H 0.07 1.04 5.42 0.60
H 2.25 -0.25 4.64 0.70
H 1.83 -0.06 6.29 0.29
H 4.09 0.99 4.92 0.37
H 3.56 1.31 6.62 0.29
H 3.15 2.97 4.16 0.45
H 3.24 3.58 5.87 0.37
C 6.02 1.32 -2.30 -1.67
C 7.24 0.62 -2.76 0.16
C 8.48 1.58 -2.61 -1.03
N 9.81 0.99 -2.93 0.21
C 9.83 0.41 -4.27 -0.90
C 10.12 -0.02 -1.87 -0.58
C 11.65 -0.20 -1.96 -0.79
C 12.18 1.26 -2.26 -0.50
C 10.95 2.04 -2.71 -0.51
H 5.16 0.62 -2.24 0.37
H 5.72 2.25 -2.81 0.40
H 6.04 1.60 -1.23 0.38
H 7.08 0.40 -3.81 0.29
H 7.36 -0.27 -2.13 0.24
H 8.53 1.97 -1.60 0.45
H 8.39 2.36 -3.36 0.44
H 10.72 -0.16 -4.44 0.41
H 9.75 1.14 -5.07 0.36
H 8.98 -0.23 -4.43 0.31
H 9.53 -0.93 -2.10 0.38
H 9.79 0.40 -0.94 0.43
H 11.89 -0.92 -2.73 0.35
H 11.95 -0.62 -1.03 0.47
H 12.96 1.26 -3.01 0.32
H 12.60 1.62 -1.30 0.32
H 11.09 2.58 -3.66 0.36
H 10.64 2.73 -1.91 0.31
C -1.35 -1.86 5.07 -1.12
C -2.67 -2.34 5.75 -0.31
C -3.49 -1.15 6.18 -0.88
N -4.97 -1.35 6.15 0.47
C -5.49 -2.44 7.04 -1.10
C -5.38 -1.65 4.67 -0.49
C -6.52 -0.65 4.37 -0.48
C -6.05 0.55 5.22 -0.04
C -5.65 -0.08 6.54 -0.88
H -0.69 -2.72 4.94 0.43
H -0.82 -1.09 5.60 0.05
H -1.65 -1.45 4.09 0.17
H -2.33 -2.95 6.57 0.45
H -3.24 -2.97 5.03 0.35
H -3.34 -0.29 5.53 0.27
H -3.10 -0.87 7.14 0.57
H -5.31 -2.12 8.09 0.39
H -4.91 -3.35 6.84 0.36
H -6.59 -2.54 6.94 0.43
H -5.63 -2.71 4.62 0.38
H -4.54 -1.34 4.09 0.19
H -7.52 -0.99 4.62 0.39
H -6.47 -0.33 3.27 0.14
H -6.80 1.35 5.27 0.65
H -5.16 1.01 4.76 -0.17
H -6.49 -0.30 7.19 0.44
H -4.93 0.57 7.01 0.23
C 1.94 -4.19 -4.66 -1.43
C 2.55 -4.25 -6.06 -0.15
C 3.15 -5.66 -6.31 -0.98
N 3.86 -5.78 -7.62 -0.03
C 3.09 -5.23 -8.76 -1.00
C 4.29 -7.24 -7.82 -0.55
C 5.59 -7.45 -6.99 -0.51
C 6.15 -6.00 -6.74 -0.67
C 5.23 -5.07 -7.60 -0.75
H 1.50 -3.20 -4.38 0.33
H 2.59 -4.66 -3.96 0.40
H 1.06 -4.83 -4.69 0.35
H 3.34 -3.54 -6.20 0.37
H 1.71 -3.95 -6.71 0.33
H 2.38 -6.43 -6.35 0.49
H 3.84 -5.95 -5.56 0.43
H 2.97 -4.16 -8.63 0.41
H 2.09 -5.68 -8.88 0.34
H 3.72 -5.37 -9.66 0.47
H 4.41 -7.37 -8.90 0.41
H 3.49 -7.88 -7.53 0.35
H 6.31 -8.05 -7.61 0.35
H 5.46 -8.07 -6.11 0.32
H 7.23 -6.00 -6.99 0.40
H 6.12 -5.79 -5.65 0.30
H 5.46 -5.09 -8.64 0.53
H 5.10 -4.04 -7.36 0.49
C 3.08 -7.17 7.75 -1.42
C 3.78 -6.93 6.49 0.23
C 3.16 -5.95 5.44 -0.70
O 3.99 -6.00 4.33 -0.35
C 3.51 -5.36 3.21 -0.82
N 5.22 -6.45 6.78 -0.26
H 5.60 -6.04 5.93 0.34
H 5.21 -5.75 7.52 0.38
H 5.84 -7.25 7.03 0.38
H 2.02 -7.49 7.54 0.36
H 3.01 -6.23 8.35 0.38
H 3.66 -7.87 8.35 0.43
H 3.84 -7.88 5.95 0.29
H 3.19 -4.95 5.91 0.35
H 2.14 -6.29 5.24 0.47
H 3.61 -4.30 3.31 0.34
H 2.49 -5.56 2.93 0.32
H 4.19 -5.55 2.38 0.29
C 1.33 1.45 -2.14 -1.20
C 0.28 0.64 -1.27 0.17
C 0.85 -0.67 -0.80 -0.41
O 0.04 -1.23 0.24 -0.29
C -1.30 -1.42 -0.10 -0.70
N 0.01 1.53 -0.05 0.55
H -0.55 2.41 -0.56 0.10
H -0.65 1.10 0.66 0.11
H 0.82 1.80 0.48 0.03
H 1.48 0.92 -3.05 0.47
H 2.28 1.53 -1.65 0.21
H 0.84 2.43 -2.40 0.19
H -0.60 0.58 -1.87 0.34
H 1.82 -0.54 -0.34 0.07
H 0.86 -1.47 -1.53 0.31
H -1.82 -0.56 -0.57 0.32
H -1.78 -1.76 0.82 0.13
H -1.31 -2.22 -0.84 0.34
C -5.42 -2.98 -2.52 -1.19
C -6.35 -3.83 -1.62 -0.43
N -7.81 -4.12 -2.03 0.18
C -8.51 -2.82 -2.25 -1.13
C -7.85 -4.99 -3.37 -0.27
C -9.32 -5.10 -3.90 -1.21
C -8.47 -4.80 -0.84 -0.39
C -8.48 -6.33 -0.78 -0.82
O -7.19 -6.89 -0.77 -0.30
C -7.24 -8.11 0.00 -0.79
H -4.42 -3.06 -2.02 0.30
H -5.69 -1.91 -2.59 0.34
H -5.27 -3.45 -3.47 0.36
H -6.45 -3.39 -0.61 0.46
H -5.82 -4.78 -1.55 0.27
H -8.14 -2.30 -3.17 0.33
H -8.34 -2.17 -1.36 0.32
H -9.53 -3.12 -2.37 0.60
H -7.55 -6.00 -3.04 0.35
H -7.17 -4.54 -4.11 0.42
H -10.03 -5.39 -3.08 0.33
H -9.30 -5.97 -4.58 0.37
H -9.74 -4.28 -4.47 0.36
H -9.57 -4.57 -0.91 0.36
H -7.96 -4.38 0.06 0.34
H -9.13 -6.71 -1.59 0.32
H -9.03 -6.49 0.12 0.58
H -7.77 -7.98 0.90 0.38
H -6.19 -8.37 0.22 0.24
H -7.78 -8.90 -0.59 0.30
Br -1.59 3.78 -1.79 -0.84
Br 2.89 1.45 1.21 -0.80
Br -2.86 0.77 3.02 -0.77
```

The value obtained for the molar mass is 1335.7 g mol⁻¹. As for the spin multiplicity: 1. As for the HOMO energy: -15.79 eV. As for the HOMO-LUMO gap: 7.4 eV. As for the charge: +6.

2.
Below is C28H28BF9N8O3Pm as an isolated structure in a non-equilibrium geometry, with properties calculated with ωB97M-V with the def2-TZVPD basis set.

```
78
Properties=species:S:1:pos:R:3:lowdin_spin:R:1
Pm -0.51 0.30 -0.85 4.06
N -1.02 -2.77 2.93 0.00
C -0.95 -2.24 1.71 0.00
N -1.29 -1.04 1.40 0.00
C -1.73 -0.18 2.41 0.00
N -2.04 1.05 2.20 0.00
N -1.77 1.61 0.99 -0.01
C -2.59 2.49 0.56 0.00
C -2.31 3.18 -0.70 0.00
C -3.12 4.22 -1.12 0.00
C -2.85 4.83 -2.34 0.00
C -1.77 4.38 -3.09 0.00
C -1.02 3.33 -2.59 0.00
N -1.27 2.73 -1.43 -0.01
C -1.90 -0.71 3.76 0.00
C -2.43 0.04 4.81 0.00
C -2.59 -0.52 6.05 0.00
C -2.23 -1.85 6.28 0.00
C -1.71 -2.61 5.25 0.00
C -1.54 -2.04 4.00 0.00
H -0.71 -3.71 3.09 0.00
H -0.57 -2.89 0.93 0.00
H -3.51 2.72 1.09 0.00
H -3.95 4.54 -0.51 0.00
H -3.47 5.64 -2.70 0.00
H -1.52 4.83 -4.04 0.00
H -0.18 2.94 -3.16 0.00
H -2.71 1.07 4.61 0.00
H -3.00 0.07 6.86 0.00
H -2.37 -2.29 7.25 0.00
H -1.43 -3.65 5.42 0.00
F -4.51 -1.01 -4.31 0.00
C -3.19 -0.94 -4.11 0.00
F -2.60 -1.83 -4.90 0.00
F -2.78 0.28 -4.49 0.00
C -2.81 -1.17 -2.62 0.00
O -1.53 -0.80 -2.38 -0.01
C -3.74 -0.27 -1.74 0.00
F -3.34 -0.36 -0.44 0.00
F -3.53 1.02 -2.07 0.00
F -5.03 -0.51 -1.78 0.00
C -2.98 -2.66 -2.21 0.00
F -2.24 -3.46 -2.98 0.00
F -2.54 -2.83 -0.94 0.00
F -4.24 -3.09 -2.25 0.00
C 2.67 0.34 3.25 0.00
C 2.84 -0.73 2.17 0.00
C 3.12 -2.07 2.83 0.00
O 1.59 -0.81 1.46 0.00
B 1.68 -0.13 0.23 -0.02
O 3.00 0.26 0.05 0.00
C 3.85 -0.32 1.05 0.00
C 4.90 0.69 1.48 0.00
C 4.54 -1.52 0.40 0.00
H 1.83 0.05 3.90 0.00
H 2.44 1.30 2.81 0.00
H 3.56 0.42 3.86 0.00
H 2.37 -2.26 3.60 0.00
H 4.10 -2.06 3.31 0.00
H 3.09 -2.89 2.11 0.00
H 4.44 1.64 1.76 0.00
H 5.59 0.87 0.66 0.00
H 5.47 0.31 2.33 0.00
H 3.80 -2.25 0.06 0.00
H 5.24 -2.00 1.08 0.00
H 5.09 -1.17 -0.48 0.00
N 4.53 1.22 -4.03 0.00
C 3.24 0.80 -4.11 0.00
C 2.33 0.99 -3.05 0.00
N 1.07 0.59 -3.14 0.00
C 0.68 -0.01 -4.28 0.00
C 1.58 -0.19 -5.32 0.00
N 2.85 0.21 -5.24 0.00
H 4.92 1.49 -3.15 0.00
H 5.14 0.93 -4.77 0.00
H 2.64 1.44 -2.12 0.00
H -0.34 -0.34 -4.35 0.00
H 1.28 -0.66 -6.24 0.00
```

The value obtained for the molar mass is 851.4 g mol⁻¹. As for the spin multiplicity: 5. As for the HOMO energy (alpha / beta): -10.47 / -10.33 eV. As for the HOMO-LUMO gap (alpha / beta): 7.0 / 6.8 eV. As for the charge: +1.

3.
Below is C2H4BrNO3 as an isolated structure in a non-equilibrium geometry, with properties calculated with ωB97M-V with the def2-TZVPD basis set.

```
11
Properties=species:S:1:pos:R:3:nbo_charge:R:1
C 1.11 -0.88 -0.55 -0.55
C -0.43 -0.15 0.37 0.28
N -0.72 1.14 -0.35 0.48
O -0.82 1.10 -1.52 -0.31
O -0.64 2.11 0.39 -0.41
O -0.27 0.13 1.74 -0.70
Br -1.93 -1.37 0.06 0.05
H 1.28 -1.60 0.27 0.22
H 0.75 -1.34 -1.44 0.22
H 1.99 -0.22 -0.76 0.22
H -0.33 1.08 1.78 0.50
```

The value obtained for the molar mass is 170.0 g mol⁻¹. As for the spin multiplicity: 1. As for the HOMO energy: -10.62 eV. As for the HOMO-LUMO gap: 10.1 eV. As for the energy above the lowest of the compared OMol25 structures with the same formula, charge and spin: 165.73 kJ/mol.